Entry 1:
Below is C34H95O15S12Tl as an isolated structure, with properties calculated with ωB97M-V/def2-TZVPD.

```
! RIJCOSX wB97M-V def2-TZVPD def2/J DEFGRID3
* xyz 0 1
Tl 2.448 -0.941 0.258
C 2.547 -6.113 -1.542
C 3.032 -4.910 -0.767
O 2.255 -3.780 -0.759
H 3.267 -6.928 -1.470
H 2.474 -5.768 -2.573
H 1.531 -6.407 -1.280
H 3.997 -4.759 -1.250
H 3.290 -5.274 0.228
O 1.201 1.342 1.747
C -0.216 1.395 1.767
C -0.902 0.856 0.419
O -0.517 -0.437 -0.103
H -0.566 2.410 1.954
H -0.538 0.786 2.612
H -0.708 1.583 -0.370
H -1.960 0.957 0.660
C 6.362 2.640 1.062
S 6.298 0.952 1.826
O 4.906 0.429 1.504
C 7.339 0.252 0.429
H 7.352 3.085 1.160
H 5.673 3.096 1.773
H 5.900 2.682 0.075
H 8.303 0.720 0.233
H 6.769 0.416 -0.486
H 7.377 -0.836 0.381
C -2.499 0.617 5.355
S -2.583 2.438 4.843
O -3.930 2.949 5.241
C -1.513 2.877 6.217
H -3.424 0.191 4.966
H -2.359 0.436 6.420
H -1.728 0.169 4.727
H -1.991 2.472 7.110
H -1.629 3.954 6.331
H -0.502 2.479 6.301
C 0.356 4.795 4.315
S -0.581 6.004 3.238
O 0.188 7.331 3.389
C 0.040 5.216 1.642
H 0.101 3.766 4.059
H 0.126 5.095 5.338
H 1.381 4.973 3.992
H -0.661 4.402 1.456
H 1.067 4.890 1.805
H -0.003 5.939 0.827
C 1.644 -0.277 4.976
S 2.736 1.136 5.598
O 3.732 0.422 6.507
C 3.813 1.407 4.130
H 2.398 -1.030 4.749
H 1.132 -0.298 4.014
H 0.968 -0.639 5.751
H 3.249 2.010 3.419
H 4.049 0.444 3.677
H 4.719 1.884 4.503
C -1.225 -5.642 -2.123
S -2.436 -4.806 -3.243
O -3.405 -5.929 -3.643
C -3.359 -3.808 -1.957
H -0.614 -6.402 -2.611
H -1.696 -6.092 -1.250
H -0.503 -4.903 -1.776
H -3.814 -4.459 -1.210
H -4.163 -3.166 -2.316
H -2.664 -3.170 -1.410
C 4.815 -3.031 4.479
S 4.749 -3.602 2.727
O 4.086 -2.606 1.783
C 6.573 -3.531 2.513
H 5.614 -3.660 4.871
H 3.855 -3.324 4.903
H 5.020 -1.967 4.596
H 7.144 -2.663 2.842
H 6.703 -3.606 1.433
H 6.915 -4.490 2.903
C 0.178 -1.887 -3.189
S 1.882 -1.420 -3.829
O 2.676 -1.125 -2.572
C 2.579 -3.084 -4.216
H -0.656 -1.189 -3.262
H 0.289 -2.199 -2.151
H -0.049 -2.814 -3.714
H 2.766 -3.607 -3.277
H 3.580 -2.934 -4.620
H 1.902 -3.561 -4.925
C -1.022 -3.073 2.057
S 0.481 -3.798 2.874
O 1.491 -2.638 2.769
C -0.150 -3.643 4.649
H -1.918 -3.578 2.419
H -1.044 -3.221 0.977
H -1.173 -2.010 2.246
H -0.827 -4.479 4.825
H -0.783 -2.770 4.808
H 0.680 -3.624 5.355
C -4.137 3.046 0.784
S -5.371 1.997 1.652
O -6.802 2.498 1.409
C -5.247 0.293 0.880
H -3.113 2.961 1.147
H -4.402 4.095 0.911
H -4.126 2.823 -0.283
H -4.370 -0.297 1.147
H -5.048 0.365 -0.189
H -6.154 -0.261 1.120
C 2.883 3.789 -0.280
S 3.579 2.664 -1.627
O 3.986 1.293 -1.055
C 1.881 2.276 -2.553
H 2.517 4.732 -0.688
H 3.591 4.125 0.478
H 1.920 3.376 0.020
H 1.268 3.129 -2.844
H 1.200 1.758 -1.878
H 2.029 1.580 -3.379
C -3.040 0.769 -2.684
S -4.594 -0.140 -3.360
O -5.199 -0.960 -2.211
C -5.698 1.281 -3.857
H -3.350 1.020 -1.670
H -2.674 1.650 -3.210
H -2.209 0.068 -2.603
H -5.500 2.166 -3.252
H -6.750 1.052 -3.688
H -5.568 1.601 -4.891
C -5.158 -4.035 1.272
S -6.251 -4.843 0.025
O -7.190 -5.861 0.542
C -7.206 -3.342 -0.513
H -5.615 -3.698 2.203
H -4.573 -3.221 0.843
H -4.563 -4.839 1.705
H -8.043 -3.773 -1.063
H -6.480 -2.694 -1.003
H -7.647 -2.894 0.378
C 0.855 3.173 -8.681
C -0.091 3.407 -7.531
C 0.270 2.481 -6.361
C -0.653 2.721 -5.159
C -0.833 4.198 -4.722
C -1.345 4.279 -3.216
H 1.889 3.299 -8.359
H 0.578 3.641 -9.626
H 0.735 2.124 -8.952
H -0.188 4.460 -7.265
H -1.117 3.139 -7.785
H 1.274 2.747 -6.028
H 0.283 1.486 -6.803
H -1.679 2.438 -5.395
H -0.355 2.230 -4.233
H 0.030 4.846 -4.878
H -1.652 4.645 -5.286
H -2.434 4.294 -3.173
H -0.898 3.561 -2.529
H -1.123 5.289 -2.870
*
```

**M**: 1333.31 g/mol
**HOMO-LUMO gap**: 0.13051 Eh
**E_HOMO**: -7.60 eV
**Calculated total energy**: -7430.91789 Eh

Entry 2:
Below is C34H97B3Mn2O17 as an isolated structure, with properties calculated with ωB97M-V/def2-TZVPD.

```
! RIJCOSX wB97M-V def2-TZVPD def2/J DEFGRID3
* xyz 0 11
Mn 28.614 -17.008 -6.753
Mn 26.936 -13.528 -3.820
C 31.777 -16.533 -2.740
C 31.195 -15.434 -3.557
O 29.874 -15.531 -4.048
H 31.573 -16.402 -1.677
H 32.864 -16.540 -2.812
H 31.479 -17.550 -2.994
H 31.894 -15.337 -4.388
H 31.281 -14.501 -3.000
B 25.813 -16.074 -6.560
H 26.309 -16.708 -5.840
H 24.887 -16.508 -6.903
H 25.526 -15.181 -6.027
H 26.442 -15.763 -7.380
B 27.654 -11.372 -5.551
H 27.212 -12.247 -6.002
H 28.505 -11.672 -4.959
H 28.013 -10.603 -6.218
H 26.927 -10.962 -4.868
B 27.230 -11.799 -1.229
H 27.950 -12.543 -1.530
H 26.782 -12.014 -0.271
H 27.756 -10.864 -1.108
H 26.412 -11.699 -1.925
C 36.223 -14.528 1.255
O 36.380 -13.161 1.470
C 37.682 -12.893 2.030
C 38.954 -13.364 1.240
O 39.358 -14.791 1.380
C 40.283 -15.357 0.516
H 36.862 -14.957 0.483
H 35.215 -14.725 0.889
H 36.169 -14.988 2.241
H 37.656 -13.412 2.988
H 37.857 -11.857 2.322
H 39.758 -12.670 1.484
H 38.639 -13.229 0.205
H 39.982 -15.145 -0.510
H 40.435 -16.434 0.590
H 41.231 -14.852 0.701
C 23.275 -12.867 -4.798
O 23.803 -13.363 -3.596
C 22.959 -14.478 -3.145
C 23.605 -15.101 -1.919
O 25.001 -15.368 -2.144
C 25.562 -16.116 -1.060
H 23.794 -11.962 -5.111
H 22.271 -12.498 -4.587
H 23.123 -13.511 -5.665
H 22.878 -15.318 -3.836
H 21.982 -14.026 -2.970
H 23.091 -16.019 -1.634
H 23.534 -14.507 -1.008
H 25.098 -17.066 -0.793
H 25.505 -15.442 -0.205
H 26.558 -16.258 -1.479
C 32.330 -21.763 4.761
O 31.889 -20.971 3.694
C 30.558 -20.471 3.832
C 30.048 -19.732 2.577
O 29.910 -20.550 1.492
C 31.043 -21.161 0.978
H 31.711 -22.647 4.912
H 32.417 -21.096 5.619
H 33.294 -22.203 4.508
H 30.693 -19.725 4.616
H 29.745 -21.185 3.968
H 30.734 -18.951 2.250
H 29.176 -19.125 2.821
H 31.417 -22.044 1.495
H 31.875 -20.458 0.933
H 30.936 -21.535 -0.040
C 31.369 -10.714 0.933
O 30.652 -9.809 1.768
C 31.284 -9.827 3.071
C 30.520 -8.803 3.918
O 29.099 -9.044 3.883
C 28.398 -8.571 5.064
H 30.817 -10.864 0.005
H 31.649 -11.656 1.404
H 32.330 -10.307 0.620
H 32.300 -9.434 3.020
H 31.391 -10.852 3.427
H 30.637 -7.803 3.500
H 30.993 -8.712 4.896
H 27.539 -7.988 4.734
H 29.001 -7.978 5.752
H 27.953 -9.339 5.695
C 38.655 -24.372 -3.691
O 37.846 -23.287 -3.256
C 36.901 -23.565 -2.201
C 36.230 -22.364 -1.658
O 35.414 -21.518 -2.491
C 36.264 -20.710 -3.383
H 38.052 -25.278 -3.755
H 39.349 -24.644 -2.896
H 39.215 -24.122 -4.592
H 37.505 -24.205 -1.558
H 36.190 -24.228 -2.693
H 36.945 -21.807 -1.052
H 35.573 -22.728 -0.868
H 37.204 -20.340 -2.973
H 35.772 -19.873 -3.878
H 36.592 -21.465 -4.096
C 31.852 -18.901 -7.584
O 31.412 -17.482 -7.600
C 32.194 -16.898 -8.645
C 31.683 -15.511 -9.022
O 30.318 -15.471 -8.719
C 29.794 -14.148 -9.036
H 32.936 -18.873 -7.471
H 31.650 -19.463 -8.496
H 31.485 -19.380 -6.676
H 32.170 -17.512 -9.545
H 33.206 -16.825 -8.248
H 31.809 -15.370 -10.096
H 32.165 -14.757 -8.400
H 28.719 -14.105 -8.859
H 29.985 -13.914 -10.084
H 30.273 -13.327 -8.501
C 28.047 -20.299 -4.435
O 27.881 -19.799 -5.790
C 27.316 -20.820 -6.640
C 26.970 -20.047 -7.950
O 28.032 -19.190 -8.366
C 27.929 -18.897 -9.738
H 28.818 -21.066 -4.512
H 27.108 -20.720 -4.076
H 28.448 -19.620 -3.683
H 26.478 -21.362 -6.203
H 28.008 -21.642 -6.824
H 26.097 -19.399 -7.864
H 26.789 -20.836 -8.679
H 28.815 -18.344 -10.050
H 26.982 -18.433 -10.014
H 27.960 -19.843 -10.279
C 37.915 -16.596 -7.727
O 38.194 -16.006 -8.949
C 37.517 -14.758 -9.152
C 37.465 -13.654 -8.099
O 36.252 -13.920 -7.313
C 36.232 -13.112 -6.117
H 38.259 -17.626 -7.819
H 36.836 -16.600 -7.575
H 38.204 -16.006 -6.858
H 36.533 -15.148 -9.413
H 37.870 -14.416 -10.124
H 37.444 -12.714 -8.650
H 38.333 -13.614 -7.442
H 36.870 -13.563 -5.357
H 35.198 -13.218 -5.790
H 36.472 -12.055 -6.235
*
```

**M**: 920.44 g/mol
**⟨S²⟩**: 30.03
**HOMO-LUMO gap (spin up / spin down)**: 0.19608 / 0.21198 Eh
**E_HOMO (spin up / spin down)**: -7.28 / -7.70 eV
**Calculated total energy**: -5008.17223 Eh